No. 1
Molecular formula: C35H57BCl32O8
Method: DFT, ωB97M-V/def2-TZVPD

Geometry as XYZ:
```
133
Properties=species:S:1:pos:R:3:mulliken_charge:R:1
C 2.029 0.199 2.115 -0.62
C 2.869 0.897 1.105 0.66
C 2.630 0.623 -0.528 0.37
C 2.998 -0.885 -1.019 0.12
C 4.270 -1.444 -0.174 -0.63
C 5.646 -0.336 -0.411 0.49
C 6.924 -1.001 -1.382 -0.59
O 6.992 -0.785 0.247 -0.54
C 3.662 -0.808 -2.553 0.04
O 4.070 0.244 -3.264 -0.66
O 3.638 -2.218 -2.981 -0.34
C 2.654 -3.052 -2.247 -0.50
B 1.980 -4.263 -3.124 1.55
O 1.901 -4.038 -4.610 -0.71
O 1.405 -5.520 -2.602 -0.37
C 2.515 -6.408 -2.216 -0.75
C 1.771 -1.936 -1.459 2.28
C 1.341 -2.729 -0.069 -0.29
O -0.122 -2.684 0.208 0.01
O -0.277 -1.867 1.238 -0.41
C 0.551 -1.120 -2.171 -0.74
O -0.361 -1.861 -3.022 -0.16
C -1.746 -1.893 -2.559 0.08
C -2.830 -0.666 -2.545 -0.13
C -4.387 -0.976 -2.019 -0.51
C -4.919 -2.451 -1.524 0.22
C -3.831 -3.677 -1.524 -0.61
C -2.306 -3.381 -2.041 0.36
H 2.410 -0.761 2.678 0.21
H 0.917 0.542 2.336 0.20
H 3.711 1.650 1.489 -0.64
H 3.349 1.419 -1.055 -0.03
H 1.546 1.000 -0.733 -0.10
H 4.779 -2.419 -0.569 0.18
H 4.134 -1.561 0.976 0.26
H 5.396 0.886 -0.541 0.07
H 6.924 -2.184 -1.295 0.23
H 7.949 -0.444 -1.461 0.26
H 3.283 -3.699 -1.464 -0.10
H 2.809 -4.162 -5.017 -0.06
H 2.896 -6.025 -1.160 0.20
H 3.360 -6.360 -3.032 0.25
H 2.074 -7.502 -2.165 0.23
H 1.855 -2.305 0.899 0.10
H 1.608 -3.888 -0.093 -0.08
H -1.050 -1.245 1.007 0.21
H 0.962 -0.208 -2.824 -0.04
H -0.112 -0.586 -1.333 0.09
H -2.515 0.405 -2.922 0.32
H -5.175 -0.107 -2.044 0.39
H -6.022 -2.696 -1.183 -0.26
H -4.086 -4.796 -1.200 0.27
H -1.549 -4.298 -2.054 0.15
C -4.210 0.739 1.644 -0.59
Cl -4.551 2.469 1.771 -0.15
Cl -2.676 0.453 0.814 0.06
H -4.157 0.312 2.648 0.37
H -5.014 0.259 1.081 0.30
C -2.224 -1.792 -6.477 -0.39
Cl -2.571 -2.378 -4.846 0.10
Cl -3.195 -0.366 -6.861 -0.19
H -1.165 -1.529 -6.543 0.21
H -2.453 -2.582 -7.196 0.34
C 10.485 0.240 0.418 0.09
Cl 10.996 0.071 -1.266 -0.18
Cl 11.232 1.655 1.170 -0.16
H 9.399 0.351 0.451 -0.04
H 10.781 -0.655 0.971 0.28
C 2.326 3.346 -3.231 0.52
Cl 1.513 3.818 -4.729 -0.19
Cl 1.156 3.049 -1.939 -0.07
H 2.898 2.432 -3.410 -0.14
H 3.000 4.149 -2.924 -0.05
C -2.832 3.462 5.293 -0.40
Cl -4.379 3.204 6.108 -0.10
Cl -2.493 2.162 4.145 -0.08
H -2.868 4.412 4.755 0.28
H -2.036 3.492 6.041 0.29
C 0.007 7.101 -3.577 -0.14
Cl 1.753 7.342 -3.439 -0.14
Cl -0.775 8.512 -4.300 -0.17
H -0.183 6.227 -4.205 0.17
H -0.409 6.936 -2.580 0.27
C 6.226 4.471 -3.095 -0.31
Cl 5.413 4.943 -4.592 -0.14
Cl 5.056 4.174 -1.803 -0.11
H 6.798 3.557 -3.274 0.26
H 6.900 5.274 -2.787 0.34
C -0.734 -6.797 -5.312 0.41
Cl -0.452 -8.317 -6.169 -0.19
Cl -2.199 -6.885 -4.327 -0.16
H 0.120 -6.591 -4.662 -0.31
H -0.844 -5.992 -6.042 0.20
C 5.566 4.061 2.691 -0.37
Cl 5.848 2.541 1.834 -0.06
Cl 4.101 3.973 3.677 -0.14
H 6.420 4.267 3.341 0.31
H 5.456 4.867 1.961 0.24
C -6.374 2.144 9.316 -0.37
Cl -7.187 2.616 7.819 -0.11
Cl -7.544 1.847 10.608 -0.15
H -5.802 1.231 9.137 0.36
H -5.700 2.947 9.624 0.30
C -9.037 -4.348 -1.449 -0.27
Cl -8.527 -4.517 -3.133 -0.13
Cl -8.291 -2.933 -0.698 -0.16
H -10.124 -4.237 -1.417 0.29
H -8.741 -5.243 -0.896 0.25
C 3.683 -6.050 -7.199 -0.12
Cl 4.193 -6.219 -8.883 -0.16
Cl 4.429 -4.635 -6.447 -0.15
H 2.596 -5.939 -7.166 0.16
H 3.979 -6.945 -6.646 0.29
C -10.534 0.973 7.932 0.59
Cl -12.081 0.715 8.747 -0.17
Cl -10.195 -0.327 6.783 -0.17
H -10.570 1.923 7.393 -0.22
H -9.738 1.003 8.680 -0.05
C -9.146 5.197 10.678 -0.29
Cl -9.967 3.858 9.866 -0.05
Cl -10.143 5.858 11.979 -0.16
H -8.206 4.834 11.099 0.21
H -8.944 5.985 9.949 0.30
C -12.653 3.846 5.611 -0.26
Cl -10.907 4.087 5.749 -0.14
Cl -13.435 5.257 4.888 -0.16
H -12.843 2.972 4.983 0.30
H -13.069 3.681 6.608 0.26
C 14.233 3.754 -0.085 0.01
Cl 13.431 5.326 0.028 -0.15
Cl 15.470 3.761 -1.348 -0.16
H 14.704 3.525 0.874 0.26
H 13.488 2.991 -0.322 0.04
```

Computed properties:
DFT total energy: -16719.801529 Eh
Gap between HOMO and LUMO: 6.85 eV
LUMO level: -0.627 eV

No. 2
Molecular formula: C35H58BCuI2O3Sb
Method: DFT, ωB97M-V/def2-TZVPD

Geometry as XYZ:
```
101
Properties=species:S:1:pos:R:3:mulliken_charge:R:1
Cu 0.062 1.036 0.264 -1.16
I 1.251 -1.470 3.746 -0.01
C -0.120 -1.800 2.170 0.05
I 0.335 -3.444 0.920 0.02
H -0.116 -0.900 1.557 -0.81
H -1.092 -1.989 2.605 0.62
C -0.621 -2.063 -5.181 -1.88
C -0.522 -0.546 -5.360 1.67
C 0.209 -0.248 -6.666 -1.61
C -1.941 0.015 -5.472 -1.96
Sb 0.302 0.172 -3.431 0.17
C 0.321 2.365 -3.682 2.07
C 0.692 2.882 -5.067 -1.81
C 1.242 3.005 -2.644 -1.74
C -1.113 2.779 -3.327 -1.76
C 2.404 -0.535 -3.497 1.98
C 2.987 -0.870 -4.864 -2.03
C 3.326 0.472 -2.819 -1.75
C 2.365 -1.804 -2.638 -1.55
H -1.147 -2.503 -6.038 0.47
H -1.176 -2.330 -4.278 0.30
H 0.361 -2.537 -5.120 0.30
H -0.368 -0.677 -7.498 0.50
H 1.202 -0.687 -6.705 0.26
H 0.304 0.819 -6.857 0.18
H -2.486 -0.527 -6.256 0.54
H -1.935 1.069 -5.752 0.27
H -2.509 -0.086 -4.545 0.32
H 1.635 2.467 -5.433 0.23
H 0.803 3.974 -5.031 0.50
H -0.084 2.663 -5.802 0.32
H 2.293 2.935 -2.916 0.33
H 1.125 2.573 -1.647 -0.07
H 0.991 4.071 -2.566 0.57
H -1.856 2.344 -3.995 0.24
H -1.202 3.871 -3.400 0.51
H -1.373 2.490 -2.305 0.17
H 3.013 -0.001 -5.525 0.33
H 2.443 -1.669 -5.368 0.36
H 4.021 -1.216 -4.733 0.48
H 3.534 1.326 -3.466 0.35
H 4.286 -0.010 -2.590 0.55
H 2.920 0.850 -1.882 0.17
H 1.696 -2.564 -3.050 0.33
H 2.039 -1.591 -1.618 0.14
H 3.372 -2.239 -2.582 0.42
C -2.941 -1.386 -0.087 -1.18
C -3.971 -0.349 -0.540 0.48
C -3.781 -0.024 -2.023 -1.35
C -4.011 0.907 0.308 0.44
C -5.213 1.270 0.897 -0.95
C -5.330 2.419 1.668 -1.31
C -4.203 3.206 1.835 -1.06
C -2.972 2.890 1.264 0.51
C -1.811 3.827 1.549 0.67
C -0.816 3.226 2.546 -1.43
C -1.106 4.358 0.300 -1.48
C -2.857 1.719 0.477 -0.02
O -1.742 1.367 -0.129 2.21
H -3.159 -2.360 -0.535 0.44
H -2.961 -1.500 0.999 0.32
H -1.936 -1.090 -0.385 -0.21
H -4.958 -0.812 -0.428 0.66
H -2.818 0.468 -2.166 -0.02
H -4.571 0.639 -2.383 0.34
H -3.795 -0.938 -2.625 0.47
H -6.078 0.631 0.746 0.36
H -6.274 2.695 2.120 0.36
H -4.271 4.112 2.431 0.35
H -2.260 4.695 2.044 0.51
H -0.317 2.343 2.140 -0.08
H -1.325 2.928 3.465 0.35
H -0.036 3.949 2.800 0.43
H -0.591 3.564 -0.237 -0.05
H -0.366 5.115 0.577 0.47
H -1.824 4.813 -0.386 0.37
C 7.142 -3.154 0.823 -2.09
C 7.548 -1.686 0.694 2.12
C 8.349 -1.523 -0.605 -1.65
C 8.443 -1.330 1.888 -1.69
C 6.332 -0.755 0.662 0.67
C 6.533 0.625 0.569 -0.52
C 5.479 1.537 0.518 -2.12
C 4.203 1.024 0.564 1.22
O 3.004 1.671 0.494 0.05
B 1.985 0.666 0.519 -0.08
O 2.650 -0.587 0.649 0.50
C 3.989 -0.337 0.657 0.25
C 5.023 -1.246 0.707 -0.72
H 8.039 -3.777 0.853 0.44
H 6.537 -3.480 -0.025 0.37
H 6.575 -3.337 1.737 0.39
H 9.198 -2.211 -0.618 0.44
H 8.734 -0.508 -0.711 0.33
H 7.720 -1.733 -1.472 0.35
H 9.303 -2.004 1.934 0.46
H 7.888 -1.416 2.824 0.38
H 8.820 -0.309 1.815 0.32
H 7.544 1.012 0.530 0.36
H 5.653 2.602 0.440 0.44
H 4.799 -2.301 0.775 0.60
```

Computed properties:
DFT total energy: -4095.277370 Eh
Charge: -1
Gap between HOMO and LUMO: 6.64 eV
LUMO level: 2.129 eV